Entry 1:
Density functional theory data (the ωB97M-V functional and the def2-TZVPD basis) for a molecular structure, C9H17ErN2.

```
29
Properties=species:S:1:pos:R:3
C 1.84079 -1.27867 1.59865
C 1.93733 -1.84218 0.33712
H 1.19728 -1.69426 2.38986
H 2.52337 -0.47876 1.93743
H 2.72794 -1.54235 -0.37023
H 1.37014 -2.73811 0.04069
Er 0.39970 0.17494 0.06740
C 1.17819 2.45025 0.34417
C 2.32949 1.69215 -0.04091
C 0.84188 1.67695 -1.81783
C 0.26714 2.46388 -0.76164
H 3.24661 1.56733 0.54191
H 2.83736 0.64555 -1.97174
H 0.44919 1.55794 -2.82632
C 2.11620 1.20291 -1.37104
H -0.66422 3.02608 -0.81620
H 1.05811 2.99016 1.28192
N -1.50112 -0.32403 -1.27092
C -2.75665 -0.52359 -0.45224
C -2.43347 -1.45009 0.69483
N -1.35120 -0.79594 1.52438
H -1.64151 0.39778 -1.98428
H -1.28183 -1.18040 -1.80490
H -3.07083 0.47144 -0.10015
H -3.54913 -0.94057 -1.08652
H -3.32951 -1.67584 1.28496
H -2.04009 -2.41076 0.34251
H -0.96727 -1.43365 2.22743
H -1.73391 -0.00818 2.06168
```

Spin multiplicity: 4
E_tot (eV): -40195.1751
Highest occupied orbital energy (alpha / beta) (eV): -16.7 / -16.7
Total charge: +2

Entry 2:
Density functional theory data (the ωB97M-V functional and the def2-TZVPD basis) for a molecular structure, C8H13ClO4Pd.

```
27
Properties=species:S:1:pos:R:3
C -0.98998 -0.92904 0.13186
C 1.55613 -0.27374 -0.87308
C -1.82918 0.19544 -0.29489
H -1.51120 -1.55601 0.86883
C 1.20236 1.03430 -0.44361
H 2.62156 -0.52546 -0.81634
H -2.68986 -0.25449 -0.82394
H 2.02952 1.62784 -0.03153
C -1.24076 1.14338 -1.35748
H -1.99280 1.92616 -1.54964
H -1.14207 0.59414 -2.30455
C -0.49763 -1.77883 -1.06345
H -1.31494 -1.95608 -1.77514
H -0.19307 -2.74701 -0.64567
C 0.71672 -1.14567 -1.77954
H 0.43229 -0.61058 -2.69462
H 1.37661 -1.97393 -2.07838
C 0.08426 1.85440 -1.05211
H 0.44044 2.30915 -1.99368
H -0.10961 2.68225 -0.35224
Pd 0.83015 -0.31576 0.95353
H -2.35930 0.65494 0.54650
O 0.90885 -1.21206 4.68922
Cl 0.92291 0.00477 3.92674
O 0.91166 1.15843 4.78474
O 2.11619 0.04264 3.01872
O -0.27923 0.05082 3.00973
```

Spin multiplicity: 3
E_tot (eV): -32687.2371
Energy above the lowest of the compared OMol25 structures with the same formula, charge and spin (eV): 0.5737
Highest occupied orbital energy (alpha / beta) (eV): -7.5 / -10.3
Total charge: 0

> Which formula does entry 2 have?

C8H13ClO4Pd

What did the second record say?
Density functional theory data (the ωB97M-V functional and the def2-TZVPD basis) for a molecular structure, C8H13ClO4Pd.

```
27
Properties=species:S:1:pos:R:3
C -0.98998 -0.92904 0.13186
C 1.55613 -0.27374 -0.87308
C -1.82918 0.19544 -0.29489
H -1.51120 -1.55601 0.86883
C 1.20236 1.03430 -0.44361
H 2.62156 -0.52546 -0.81634
H -2.68986 -0.25449 -0.82394
H 2.02952 1.62784 -0.03153
C -1.24076 1.14338 -1.35748
H -1.99280 1.92616 -1.54964
H -1.14207 0.59414 -2.30455
C -0.49763 -1.77883 -1.06345
H -1.31494 -1.95608 -1.77514
H -0.19307 -2.74701 -0.64567
C 0.71672 -1.14567 -1.77954
H 0.43229 -0.61058 -2.69462
H 1.37661 -1.97393 -2.07838
C 0.08426 1.85440 -1.05211
H 0.44044 2.30915 -1.99368
H -0.10961 2.68225 -0.35224
Pd 0.83015 -0.31576 0.95353
H -2.35930 0.65494 0.54650
O 0.90885 -1.21206 4.68922
Cl 0.92291 0.00477 3.92674
O 0.91166 1.15843 4.78474
O 2.11619 0.04264 3.01872
O -0.27923 0.05082 3.00973
```

Spin multiplicity: 3
E_tot (eV): -32687.2371
Energy above the lowest of the compared OMol25 structures with the same formula, charge and spin (eV): 0.5737
Highest occupied orbital energy (alpha / beta) (eV): -7.5 / -10.3
Total charge: 0

> Look up the E_tot of the second one.

-32687.2371 eV

> What is the E_tot in the first record?

-40195.1751 eV